# 1
C4H8O2 | the ωB97M-V functional and the def2-TZVPD basis

```
14
C4H8O2 the ωB97M-V functional and the def2-TZVPD basis
C -0.463 1.223 -1.391
O -0.291 -0.126 -1.002
C 0.796 -0.334 -0.131
C 0.722 0.164 1.269
C 0.605 -1.329 1.022
O -1.155 -1.522 0.918
H 0.419 1.590 -1.931
H -0.636 1.867 -0.520
H -1.331 1.258 -2.054
H 1.755 -0.384 -0.646
H -0.176 0.692 1.576
H 1.629 0.484 1.777
H -0.978 -2.470 0.870
H -1.336 -1.192 0.003
```

Summary:
energy	-307.5047	Ha
HOMO-LUMO gap	0.322	hartree
max |F|	0.4	eV/A
HOMO level	-8.01	eV
total charge	0
relative energy (zero: lowest compared OMol25 entry of this formula, charge and spin)	130.3	kcal/mol
E_LUMO	0.741	eV

Mulliken atomic charge list, values in e, 5 entries:
1 C -0.67
2 O -0.44
3 C 0.14
4 C -0.49
5 C -0.67

---

# 2
C4H15NO3 | the ωB97M-V functional and the def2-TZVPD basis

```
23
C4H15NO3 the ωB97M-V functional and the def2-TZVPD basis
C 2.395 0.640 -1.982
C 1.143 0.959 -1.156
C 0.146 -0.183 -1.322
C -2.032 0.908 -0.822
N -1.127 0.084 -0.650
H 3.219 1.205 -1.566
H 2.646 -0.419 -1.999
H 2.265 0.971 -3.014
H 0.782 1.960 -1.425
H 1.430 0.986 -0.100
H 0.568 -1.083 -0.867
H -0.068 -0.454 -2.365
H -2.091 1.719 -1.561
H -2.885 0.810 -0.136
H -1.366 1.291 2.604
H -0.551 1.750 1.377
O -1.091 2.080 2.101
H -1.351 -2.607 2.215
H -1.973 -1.336 1.504
O -1.971 -1.871 2.303
H 0.432 -2.701 3.035
H 0.543 -2.035 1.618
O 0.938 -2.676 2.209
```

Summary:
energy	-441.4854	Ha
HOMO-LUMO gap (spin up / spin down)	0.352 / 0.218	hartree
max |F|	2.3	eV/A
HOMO level (spin up / spin down)	-14.96 / -14.96	eV
total charge	+1
relative energy (zero: lowest compared OMol25 entry of this formula, charge and spin)	55.4	kcal/mol
multiplicity	2
E_LUMO (spin up / spin down)	-5.384 / -9.043	eV

Mulliken atomic charge list, values in e, 5 entries:
1 C -1.37
2 C -0.13
3 C -0.66
4 C -0.10
5 N 0.16

---

# 3
C6H12ClO2Si | the ωB97M-V functional and the def2-TZVPD basis

```
22
C6H12ClO2Si the ωB97M-V functional and the def2-TZVPD basis
C -1.091 -2.553 -2.328
C -1.630 -1.484 0.824
C -0.238 2.340 -0.352
C 1.171 0.955 2.106
C 2.004 0.104 -0.673
C -0.831 -0.678 -0.172
O -1.960 -2.867 -1.686
O -0.204 -2.407 -3.077
Si 0.380 0.612 0.277
Cl -2.140 0.069 -1.343
H -1.058 -2.325 1.065
H -1.940 -0.861 1.741
H -2.552 -1.892 0.426
H 0.330 3.134 -0.031
H -0.154 2.205 -1.431
H -1.241 2.487 0.057
H 1.773 0.081 2.253
H 1.906 1.783 2.086
H 0.547 0.960 3.007
H 2.732 0.188 0.002
H 2.111 -0.835 -1.367
H 2.085 0.983 -1.381
```

Summary:
energy	-1135.9794	Ha
HOMO-LUMO gap	0.209	hartree
max |F|	5.1	eV/A
HOMO level	-2.08	eV
total charge	-1
relative energy (zero: lowest compared OMol25 entry of this formula, charge and spin)	45.3	kcal/mol
E_LUMO	3.602	eV

Mulliken atomic charge list, values in e, 5 entries:
1 C 0.76
2 C -1.33
3 C -1.21
4 C -1.22
5 C -1.12